[1]
This record from the OMol25 dataset describes one molecule with the formula C11H12N2O. The level of theory is ωB97M-V with the def2-TZVPD basis set.

Last column: Löwdin charge in e.
Element x y z (Å)
1 C 3.708 0.422 0.236  -0.098
2 C 3.692 -0.955 0.260  -0.098
3 C 2.576 1.251 0.145  -0.001
4 C 2.487 -1.598 0.179  -0.026
5 C 1.336 0.574 -0.003  -0.225
6 C 1.361 -0.825 0.018  -0.096
7 C 0.196 1.309 -0.199  -0.013
8 C -0.043 -1.416 -0.062  -0.448
9 C -0.411 2.323 -0.733  0.037
10 C -2.955 0.410 1.159  -0.085
11 C -2.871 -1.002 -0.836  -0.028
12 N -0.881 -0.564 0.537  0.106
13 N -2.242 -0.566 0.421  -0.256
14 O -0.334 -2.437 -0.697  0.037
15 H 4.714 0.891 0.391  0.116
16 H 4.605 -1.529 0.226  0.106
17 H 2.703 2.399 0.231  0.147
18 H 2.374 -2.743 -0.012  0.162
19 H -1.419 2.787 -0.700  0.074
20 H 0.215 2.989 -1.334  0.069
21 H -2.299 0.708 1.896  0.053
22 H -3.473 1.210 0.426  0.119
23 H -3.912 -0.092 1.572  0.109
24 H -2.163 -1.286 -1.539  0.046
25 H -3.396 -1.990 -0.441  0.139
26 H -3.568 -0.267 -1.141  0.055

Its spin multiplicity is 1. As for the HOMO energy (alpha / beta): -7.20 / -7.67 eV. Its HOMO-LUMO gap (alpha / beta) is 0.2423 / 0.2708 Eh. The value obtained for the largest force on an atom is 0.09318 Eh/bohr. For the energy above the lowest of the compared OMol25 structures with the same formula, charge and spin, the calculation gives 6.3475 eV. As for the lowest unoccupied orbital energy (alpha / beta): -0.61 / -0.30 eV. Its energy is -16623.709 eV.

[2]
This record from the OMol25 dataset describes a 2-piece molecular cluster, CH5OPS overall. The level of theory is ωB97M-V with the def2-TZVPD basis set.

Last column: Löwdin charge in e.
Element x y z (Å)
1 C -1.392 -0.601 0.123  -0.206
2 O 0.012 -0.623 0.181  -0.630
3 P 0.987 0.668 0.303  0.469
4 S 2.725 -0.173 -0.448  0.396
5 H -1.572 -1.775 -0.001  0.127
6 H -1.891 -0.201 -0.748  0.059
7 H -1.825 -0.215 1.075  0.088
8 H -0.424 2.352 -0.793  -0.020
9 H 3.381 0.568 0.308  -0.283

Its spin multiplicity is 1. As for the HOMO energy (alpha / beta): -8.76 / -7.65 eV. Its HOMO-LUMO gap (alpha / beta) is 0.3063 / 0.2651 Eh. The value obtained for the largest force on an atom is 0.07566 Eh/bohr. For the energy above the lowest of the compared OMol25 structures with the same formula, charge and spin, the calculation gives 4.1981 eV. As for the lowest unoccupied orbital energy (alpha / beta): -0.43 / -0.43 eV. Its energy is -23286.040 eV.

[3]
This record from the OMol25 dataset describes a 2-piece molecular cluster, C4H8N2O2 overall. The level of theory is ωB97M-V with the def2-TZVPD basis set.

Last column: Löwdin charge in e.
Element x y z (Å)
1 C -1.311 0.054 0.175  -0.579
2 N -0.436 0.234 1.174  0.148
3 N -2.097 -1.095 0.061  0.149
4 C 0.436 -0.363 -0.897  -0.329
5 C 1.568 -0.131 0.180  -0.185
6 C 2.417 0.905 0.130  -0.006
7 O -1.995 1.190 -0.212  0.057
8 O 0.289 -1.503 -1.337  0.005
9 H -1.732 1.905 0.381  0.116
10 H -0.262 -0.645 1.655  0.088
11 H -2.993 -0.916 -0.369  0.102
12 H -1.610 -1.861 -0.392  0.087
13 H 0.329 0.563 -1.483  0.144
14 H 1.863 -1.042 0.687  0.102
15 H 3.339 0.911 0.692  0.049
16 H 2.193 1.794 -0.445  0.053

Its spin multiplicity is 1. As for the HOMO energy: -8.70 eV. Its HOMO-LUMO gap is 0.3081 Eh. The value obtained for the largest force on an atom is 0.12145 Eh/bohr. For the energy above the lowest of the compared OMol25 structures with the same formula, charge and spin, the calculation gives 4.4478 eV. As for the lowest unoccupied orbital energy: -0.32 eV. Its energy is -11349.665 eV.